P:
Here is C3H7N3O2 in the gas phase from the Open Molecules 2025 dataset. Energies are from ωB97M-V/def2-TZVPD.

Cartesian coordinates (Å):
C  1.36290  1.25710  -0.11250
C  0.35430  0.41893  0.62092
N  -1.13391  0.80162  0.24793
O  0.50477  -0.11881  1.69328
H  -1.25734  1.66219  -0.28352
H  -1.71134  0.80824  1.08785
H  1.05907  1.45545  -1.13984
H  1.50988  2.19798  0.42400
H  2.30798  0.71574  -0.12316
N  0.11113  -2.27385  -0.22229
O  -0.05209  -0.95887  -0.71768
C  -1.61169  -0.43479  -0.65457
N  -2.65010  -0.80431  -1.05512
H  0.17856  -2.17179  0.79637
H  1.02790  -2.55484  -0.56167

Properties
* frontier orbital gap: 9.0 eV


Q:
Here is C3H7N3O2 in the gas phase from the Open Molecules 2025 dataset. Energies are from ωB97M-V/def2-TZVPD.

Cartesian coordinates (Å):
H  -0.96885  -2.02473  -1.65325
N  -1.18140  -1.21895  -0.89654
C  -1.17039  -0.12849  -1.48987
N  -1.13215  1.07969  -0.74244
O  -0.99366  0.82949  0.49630
C  0.27664  0.16548  0.70083
C  0.38760  -0.96706  1.70618
N  1.50369  0.46887  0.26840
O  1.46143  1.79868  -0.30041
H  -1.06583  -0.09053  -2.54372
H  -0.48419  1.69491  -1.22547
H  -0.32014  -0.75576  2.47743
H  1.36083  -1.05248  1.99749
H  -0.19713  -1.88767  1.28273
H  2.52355  2.08854  -0.07766

Properties
* structure (SMILES): [H]/N=C/NO/C(C)=N\O
* frontier orbital gap: 9.9 eV


R:
Here is C3H7N3O2 in the gas phase from the Open Molecules 2025 dataset. Energies are from ωB97M-V/def2-TZVPD.

Cartesian coordinates (Å):
H  0.49329  -2.37345  -1.10630
N  -0.18088  -1.79721  -0.60250
C  0.18941  -0.60451  -0.44900
C  -0.38182  0.52516  0.25687
C  -2.07823  0.29535  0.33224
O  -2.91113  0.76001  -0.41758
O  -2.44110  -0.38427  1.44641
N  1.65511  -0.11028  -0.87963
N  2.53097  0.64243  -0.09517
H  -0.06579  0.57587  1.29895
H  -0.28671  1.47877  -0.26166
H  -3.41820  -0.44330  1.40812
H  2.03415  -0.43510  -1.76755
H  2.24861  1.62016  -0.00541
H  2.61231  0.25039  0.84222

Properties
* structure (SMILES): [H]/N=C(/CC(=O)O)NN
* frontier orbital gap: 9.8 eV


Stability, highest: R


P:
Here is a molecular structure, C38H45As2BrF4IN4P2SeV from the Open Molecules 2025 dataset. Energies are from ωB97M-V/def2-TZVPD.

Cartesian coordinates (Å):
V  -0.77069  0.63769  -0.43837
C  -0.24283  1.76536  -3.85559
P  -1.26278  0.59493  -2.89674
C  -1.36688  -0.86331  -4.00129
C  -2.97230  1.24637  -3.11568
C  -3.20380  2.57342  -2.40038
P  -2.45724  2.61030  -0.69915
C  -3.91671  2.94116  0.34915
C  -1.65938  4.24817  -0.71921
H  -0.68558  1.98828  -4.82850
H  0.74016  1.31403  -3.99867
H  -0.09902  2.68595  -3.28933
H  -1.12887  -0.57632  -5.02703
H  -2.38135  -1.26306  -3.98106
H  -0.67961  -1.64315  -3.68696
H  -3.63524  0.48181  -2.69898
H  -3.20156  1.32173  -4.18290
H  -4.27305  2.78253  -2.32230
H  -2.76138  3.39432  -2.96890
H  -4.42435  3.84994  0.02001
H  -3.59922  3.07200  1.38351
H  -4.61039  2.10050  0.30850
H  -2.34919  4.99478  -1.11817
H  -0.75570  4.20996  -1.32564
H  -1.36293  4.52791  0.28969
C  -1.75800  -0.87855  4.09094
As  -1.89147  0.44327  2.64950
C  -2.07566  1.99381  3.81320
C  -3.76796  0.09392  2.15439
C  -4.83418  0.58666  2.89955
C  -6.14484  0.41498  2.47580
C  -6.40385  -0.26240  1.29473
C  -5.35166  -0.78659  0.55530
C  -4.03623  -0.61953  0.97870
As  -2.52861  -1.29040  -0.06921
C  -3.45861  -2.29599  -1.46463
C  -1.97977  -2.82893  0.99160
H  -2.54889  -0.69529  4.81770
H  -0.78752  -0.77680  4.57343
H  -1.85211  -1.88729  3.69677
H  -2.84872  1.85514  4.56697
H  -2.25613  2.90387  3.24835
H  -1.12081  2.11725  4.32279
H  -4.64710  1.13317  3.81525
H  -6.95931  0.81840  3.06399
H  -7.42207  -0.38847  0.94858
H  -5.57110  -1.32476  -0.35834
H  -3.98757  -1.64503  -2.15860
H  -4.16158  -2.99871  -1.01813
H  -2.70050  -2.85179  -2.01626
H  -2.84122  -3.25255  1.50676
H  -1.19906  -2.52449  1.68296
H  -1.54946  -3.56321  0.31104
Br  1.28056  -4.23201  -4.56034
C  2.27366  -2.84080  -5.39283
C  2.58380  -3.01024  -6.73626
C  3.31982  -2.04369  -7.39955
C  3.74541  -0.91343  -6.71591
C  3.43042  -0.75606  -5.37681
C  2.68708  -1.71596  -4.68930
I  2.22668  -1.35911  -2.66398
H  2.24942  -3.90036  -7.25117
H  3.56189  -2.17800  -8.44563
H  4.32448  -0.15285  -7.22335
H  3.76363  0.12560  -4.84420
F  4.64791  4.06086  2.48784
C  3.42457  4.20702  3.02678
C  3.35598  4.52816  4.36804
F  4.52760  4.69088  5.00628
C  2.15364  4.67104  5.08309
C  1.03165  4.47273  4.26544
C  1.11208  4.15451  2.92766
F  -0.06687  4.00752  2.26067
C  2.30130  3.99864  2.22938
C  2.35311  3.60988  0.81145
C  1.36786  2.83275  0.26028
N  0.55975  2.14549  -0.23297
C  3.45737  3.85383  -0.04154
N  4.31550  4.05242  -0.79026
F  -0.21223  4.61159  4.77484
C  2.07518  4.98073  6.48651
C  0.84440  5.09398  7.17320
N  -0.13762  5.20018  7.77796
C  3.21483  5.16405  7.30438
N  4.10482  5.31617  8.02834
Se  1.03605  -1.06387  0.34374
C  3.72220  0.28736  3.40590
C  2.81971  -0.69076  2.65278
C  1.88610  -1.40453  3.62286
C  2.04835  0.07676  1.58819
H  4.33780  -0.23055  4.14443
H  3.12177  1.03306  3.93577
H  4.38425  0.82481  2.72470
H  3.44689  -1.43657  2.15199
H  1.27154  -0.66482  4.14697
H  2.44793  -1.95879  4.37751
H  1.22278  -2.09711  3.10163
H  2.73528  0.67516  0.99227
H  1.34959  0.76420  2.07150

Properties
* total charge: -1
* frontier orbital gap (alpha / beta): 4.9 / 4.9 eV
* multiplicity: 4
* ⟨S²⟩: 3.769


Q:
Here is a molecular structure, C38H45As2BrF4IN4P2SeV from the Open Molecules 2025 dataset. Energies are from ωB97M-V/def2-TZVPD.

Cartesian coordinates (Å):
V  -0.42139  -0.00206  -0.49554
C  -2.42662  -3.22512  0.18839
P  -0.97716  -2.45126  -0.63698
C  -1.64589  -2.54321  -2.35223
C  0.22034  -3.87611  -0.79000
C  0.68332  -4.31464  0.59514
P  0.39723  -2.85638  1.70792
C  1.83329  -1.81059  1.24026
C  1.07363  -3.49243  3.29865
H  -2.58245  -4.22541  -0.22229
H  -3.30360  -2.60654  -0.01899
H  -2.28314  -3.28039  1.26799
H  -1.98478  -3.55580  -2.59060
H  -0.87612  -2.24809  -3.06921
H  -2.49240  -1.85603  -2.44161
H  1.06500  -3.49646  -1.38520
H  -0.24338  -4.69701  -1.34750
H  1.71953  -4.66878  0.60885
H  0.04316  -5.11923  0.97381
H  2.72177  -2.42022  1.05887
H  2.02493  -1.11072  2.05709
H  1.58337  -1.24258  0.33395
H  2.07401  -3.91146  3.19415
H  0.39134  -4.24992  3.67617
H  1.09227  -2.66641  4.00844
C  3.64136  3.46560  0.46287
As  2.36204  1.95923  0.64753
C  2.67841  1.64642  2.57469
C  3.59194  0.64248  -0.13744
C  4.82552  0.38099  0.43953
C  5.65546  -0.61090  -0.05123
C  5.26074  -1.34868  -1.15260
C  4.05513  -1.06381  -1.76834
C  3.21904  -0.06093  -1.28731
As  1.47595  0.25536  -2.12230
C  1.80978  -0.50869  -3.89414
C  1.65856  2.10983  -2.69382
H  4.56691  3.25285  0.99621
H  3.21553  4.38458  0.86356
H  3.87417  3.62545  -0.58993
H  3.65214  1.20963  2.79258
H  1.89990  1.00182  2.98037
H  2.60203  2.59752  3.10329
H  5.15322  0.95768  1.29704
H  6.60081  -0.81346  0.42991
H  5.89439  -2.13803  -1.53044
H  3.75737  -1.64675  -2.63316
H  1.68596  -1.59325  -3.91957
H  2.82213  -0.25201  -4.22088
H  1.09589  -0.07158  -4.59193
H  2.61013  2.26857  -3.21265
H  1.56494  2.80881  -1.85855
H  0.84171  2.31289  -3.38946
Br  0.87244  1.24126  5.65653
C  -0.08448  -0.40939  5.83897
C  0.17816  -1.16985  6.97194
C  -0.51554  -2.35185  7.15576
C  -1.45781  -2.76216  6.22681
C  -1.69379  -1.98985  5.09491
C  -1.00351  -0.81676  4.91488
I  -1.26123  0.07816  2.03180
H  0.91478  -0.84169  7.69108
H  -0.32919  -2.94660  8.03941
H  -2.00090  -3.68410  6.38586
H  -2.41642  -2.30076  4.35541
F  -5.38924  2.25773  -3.28834
C  -4.48268  1.38754  -3.77377
C  -4.90213  0.43626  -4.67227
F  -6.20469  0.42338  -5.02605
C  -4.03519  -0.54191  -5.23188
C  -2.71097  -0.46458  -4.74156
C  -2.31275  0.46936  -3.81720
F  -0.99057  0.44991  -3.44307
C  -3.15695  1.45638  -3.29773
C  -2.68288  2.54591  -2.46237
C  -1.69629  2.42292  -1.49430
N  -1.16166  1.36951  -1.00642
C  -3.20554  3.82107  -2.73311
N  -3.62473  4.85609  -3.01159
F  -1.75434  -1.31090  -5.20130
C  -4.44264  -1.49867  -6.18359
C  -3.63701  -2.57129  -6.57061
N  -3.03308  -3.49440  -6.90968
C  -5.69183  -1.49283  -6.80925
N  -6.68925  -1.53955  -7.38631
Se  -1.02162  4.15574  -0.76299
C  -1.17880  3.95140  3.52397
C  -0.94309  4.60403  2.16311
C  0.44490  5.22372  2.09319
C  -1.08366  3.53164  1.10185
H  -1.13831  4.69372  4.31751
H  -0.41577  3.19980  3.71004
H  -2.14590  3.45557  3.55871
H  -1.69937  5.37956  1.99762
H  1.18873  4.42922  2.19547
H  0.58650  5.95337  2.88609
H  0.57841  5.71747  1.13019
H  -2.05091  3.03269  1.18280
H  -0.27660  2.79891  1.20613

Properties
* total charge: -1
* frontier orbital gap (alpha / beta): 5.3 / 5.1 eV
* multiplicity: 4
* ⟨S²⟩: 3.971


Stability, highest: P


P:
Here is C2H3NOS in the gas phase from the Open Molecules 2025 dataset. Energies are from ωB97M-V/def2-TZVPD.

Cartesian coordinates (Å):
C  1.29100  0.38563  -0.45819
C  0.16233  -0.20880  -0.80273
N  -0.86557  -0.49588  0.24772
O  -2.42594  -0.68329  2.04551
S  -1.57305  0.25501  1.34801
H  2.07369  0.60791  -1.16332
H  1.48299  0.64642  0.57205
H  -0.14545  -0.50699  -1.78905

Properties
* frontier orbital gap: 9.1 eV


Q:
Here is C2H3NOS in the gas phase from the Open Molecules 2025 dataset. Energies are from ωB97M-V/def2-TZVPD.

Cartesian coordinates (Å):
C  1.33235  0.81204  0.03795
C  -0.29570  -0.97389  0.04527
N  0.94464  -0.42185  0.19453
O  -1.56084  -0.61896  0.01223
S  -2.82340  0.40363  -0.15783
H  0.55316  1.63151  -0.45715
H  2.14935  1.28490  0.34874
H  -0.29955  -2.11738  -0.02374

Properties
* frontier orbital gap (alpha / beta): 7.4 / 6.3 eV


Stability, highest: P


P:
Here is 2 unconnected molecules or ions with the total composition C2H3NOS from the Open Molecules 2025 dataset. Energies are from ωB97M-V/def2-TZVPD.

Cartesian coordinates (Å):
N  1.11731  -0.50828  1.01015
C  0.71703  -1.54574  0.82413
S  0.14955  -3.08205  0.47326
H  -0.30932  -2.77053  -0.75280
C  -0.44865  1.99354  -0.41872
O  -0.89927  0.92702  -0.17448
H  -0.48571  2.88639  0.39073
H  0.15907  2.09965  -1.35226

Properties
* structure (SMILES): N#CS.C=O
* frontier orbital gap: 10.5 eV


Q:
Here is 2 unconnected molecules or ions with the total composition C2H3NOS from the Open Molecules 2025 dataset. Energies are from ωB97M-V/def2-TZVPD.

Cartesian coordinates (Å):
C  -0.37209  -1.40949  -0.73839
C  -1.00006  -0.69097  0.10919
N  0.82203  0.78651  1.10323
O  1.77921  2.89490  0.60049
S  0.51681  2.15188  0.53674
H  -0.63491  -2.20438  -1.36828
H  0.66359  -1.11307  -1.01615
H  -1.77458  -0.41537  0.77317

Properties
* frontier orbital gap (alpha / beta): 7.4 / 9.6 eV


Stability, highest: P